Density functional theory data (ωB97M-V with the def2-TZVPD basis set) for a molecular structure, C30H42AsIN5O5SSr in a non-equilibrium geometry.

Calculated values
ΔE to the lowest compared entry with this formula, charge and spin = 16.7 kcal/mol
Strongest force on any atom = 1.89 eV/A
LUMO = 2.29 eV
Net charge = -1
Molar mass = 874.21 g/mol
Frontier orbital gap = 6.1 eV
E_HOMO = -3.8258 eV

Last column: Mulliken charge in e.
Element x y z (Å)
1 Sr 0.06 1.28 1.35  1.090
2 C -2.19 -1.23 2.02  -0.611
3 C -2.74 0.02 2.73  -1.361
4 N -2.58 1.27 1.97  0.054
5 C -3.43 1.40 0.78  -1.694
6 C -2.92 0.73 -0.49  0.958
7 C -3.85 0.25 -1.41  -1.804
8 C -3.37 0.17 -2.75  -0.466
9 C -2.04 0.13 -2.99  -1.715
10 C -1.17 -0.09 -1.79  2.163
11 C 0.32 0.14 -1.98  -0.836
12 N 0.90 -0.42 -0.75  -0.152
13 C 1.13 -2.86 -1.15  -1.556
14 C -0.04 -2.11 0.93  -2.145
15 N -0.79 -1.07 1.64  0.197
16 N -1.62 0.77 -0.70  0.759
17 H -2.79 -1.41 1.12  0.127
18 H -2.33 -2.10 2.69  0.523
19 H -2.22 0.14 3.68  0.465
20 H -3.80 -0.15 2.96  0.493
21 H -2.75 2.04 2.59  0.259
22 H -3.54 2.47 0.56  0.402
23 H -4.44 1.02 0.99  0.318
24 H -4.91 0.28 -1.18  0.396
25 H -4.07 0.22 -3.58  0.391
26 H -1.63 0.17 -4.00  0.399
27 H 0.58 1.20 -2.07  -0.343
28 H 0.68 -0.37 -2.88  0.405
29 H 1.90 -0.51 -0.81  0.445
30 H 0.55 -3.78 -1.26  0.615
31 H 1.40 -2.57 -2.17  0.559
32 H 0.89 -2.28 1.47  0.597
33 H -0.59 -3.06 0.96  0.106
34 H -0.28 -0.83 2.49  0.605
35 O 2.18 -0.41 4.63  -0.731
36 S 1.73 0.61 3.73  1.129
37 O 2.45 1.92 4.08  -0.367
38 O 2.02 0.31 2.29  -0.807
39 O 0.25 0.90 3.80  -0.620
40 C -0.79 4.22 -2.05  -1.138
41 As 0.50 3.77 -0.67  0.881
42 C 2.14 3.89 -1.72  -1.312
43 C 0.62 5.50 0.22  -1.094
44 H -0.41 5.02 -2.70  0.424
45 H -1.72 4.56 -1.60  0.355
46 H -1.03 3.34 -2.65  0.236
47 H 2.19 4.85 -2.23  0.412
48 H 2.17 3.10 -2.47  0.393
49 H 3.01 3.78 -1.08  0.326
50 H 0.81 6.29 -0.52  0.420
51 H 1.42 5.48 0.96  0.267
52 H -0.31 5.72 0.74  0.311
53 N 3.00 4.21 3.34  -0.558
54 C 1.86 3.37 3.46  0.568
55 O 1.24 3.17 2.36  -0.392
56 C 0.91 3.85 4.55  -1.105
57 I 1.78 4.17 6.50  -0.085
58 H 3.51 3.92 2.51  0.300
59 H 3.63 4.14 4.14  0.295
60 H 0.11 3.13 4.71  0.272
61 H 0.53 4.82 4.24  0.478
62 C -2.32 -4.54 -4.21  -0.632
63 C -1.24 -3.71 -4.48  -1.039
64 C -0.84 -2.76 -3.55  0.449
65 C -1.49 -2.62 -2.32  0.490
66 C -2.58 -3.45 -2.08  -0.293
67 C -2.99 -4.40 -3.01  -0.850
68 C -1.13 -1.59 -1.28  -0.079
69 C 0.25 -1.76 -0.55  1.706
70 C 2.43 -3.22 -0.44  0.930
71 C 2.97 -4.48 -0.69  -0.607
72 C 4.18 -4.87 -0.14  -0.748
73 C 4.88 -4.00 0.69  -0.397
74 C 4.35 -2.75 0.96  -1.310
75 C 3.14 -2.36 0.40  0.484
76 H -2.63 -5.27 -4.94  0.372
77 H -0.71 -3.79 -5.42  0.411
78 H -0.01 -2.11 -3.79  0.135
79 H -3.13 -3.33 -1.15  0.331
80 H -3.84 -5.04 -2.79  0.414
81 H -1.91 -1.67 -0.53  -0.798
82 H 2.43 -5.16 -1.33  0.418
83 H 4.58 -5.85 -0.35  0.370
84 H 5.82 -4.30 1.14  0.380
85 H 4.87 -2.07 1.62  0.454
86 H 2.75 -1.38 0.67  -0.091



Density functional theory data (ωB97M-V with the def2-TZVPD basis set) for a molecular structure, C30H42BN8P2S2W.

Calculated values
Strongest force on any atom = 0.94 eV/A
LUMO (alpha / beta) = -14.21 / -15.06 eV
Net charge = +4
Molar mass = 835.46 g/mol
2S+1 = 2
Frontier orbital gap (alpha / beta) = 4.1 / 3.2 eV
⟨S²⟩ = 0.79
E_HOMO (alpha / beta) = -18.2685 / -18.2677 eV

Last column: Mulliken spin population.
Element x y z (Å)
1 W 0.33 0.95 0.14  0.670
2 C 4.16 0.02 0.56  0.003
3 C 3.32 -0.39 -0.61  -0.006
4 C 3.84 -0.96 -1.75  -0.002
5 C 2.76 -1.22 -2.57  0.002
6 N 1.64 -0.84 -1.96  -0.001
7 N 1.95 -0.29 -0.73  -0.011
8 B 0.19 -1.07 -2.49  0.028
9 N -0.41 0.36 -2.74  -0.001
10 C -0.81 0.91 -3.87  -0.009
11 C -0.97 2.29 -3.70  -0.002
12 C -0.62 2.57 -2.42  0.021
13 C -0.61 3.93 -1.83  -0.016
14 N -0.27 1.35 -1.77  -0.045
15 N -0.61 -1.63 -1.28  -0.001
16 C -1.31 -2.75 -1.18  0.007
17 C -1.90 -2.80 0.08  0.001
18 C -1.52 -1.63 0.70  -0.010
19 C -3.15 -1.42 2.68  0.000
20 N -0.73 -0.90 -0.14  0.015
21 N 0.14 -1.99 -3.63  -0.001
22 C 0.68 -3.26 -3.72  0.000
23 C 0.22 -3.84 -4.85  0.000
24 C -0.65 -2.86 -5.44  0.000
25 C -1.42 -2.99 -6.70  0.000
26 N -0.70 -1.78 -4.70  0.000
27 H 4.78 -0.82 0.87  0.001
28 H 4.85 0.81 0.26  0.000
29 H 3.60 0.36 1.42  0.001
30 H 4.88 -1.18 -1.94  0.000
31 H 2.73 -1.67 -3.55  0.000
32 H -0.96 0.25 -4.72  -0.001
33 H -1.29 3.00 -4.45  0.001
34 H -0.86 4.64 -2.62  -0.001
35 H -1.36 4.05 -1.05  -0.002
36 H 0.37 4.21 -1.45  0.011
37 H -1.36 -3.44 -2.01  0.000
38 H -2.53 -3.59 0.46  0.000
39 H -4.41 -2.91 3.47  0.000
40 H -3.32 -0.76 3.53  0.000
41 H -3.93 -1.21 1.95  0.000
42 H 1.35 -3.64 -2.96  0.000
43 H 0.46 -4.82 -5.22  0.000
44 H -0.78 -3.34 -7.51  0.000
45 H -2.23 -3.70 -6.59  0.000
46 H -1.84 -2.02 -6.98  0.000
47 C -2.08 1.61 3.22  0.000
48 P -1.84 0.76 1.64  -0.031
49 C -3.23 1.20 0.57  0.005
50 C -1.80 -1.04 2.05  0.007
51 C -3.36 -2.85 3.19  0.000
52 C -2.56 -3.26 4.37  0.000
53 C -1.38 -2.80 4.78  0.000
54 C -0.48 -1.89 4.08  -0.003
55 C -0.58 -1.18 2.94  -0.011
56 P 0.97 -0.48 2.28  -0.064
57 C 1.80 0.44 3.61  0.001
58 C 1.92 -1.98 1.93  -0.003
59 H -3.14 1.51 3.47  0.000
60 H -1.86 2.67 3.18  0.003
61 H -1.48 1.12 3.99  -0.002
62 H -4.16 0.82 1.01  -0.001
63 H -3.10 0.78 -0.43  0.003
64 H -3.31 2.28 0.52  0.000
65 H -3.26 -3.60 2.40  0.000
66 H -3.01 -4.04 4.97  0.000
67 H -0.97 -3.21 5.69  0.000
68 H 0.48 -1.83 4.58  0.000
69 H 1.72 -0.10 4.55  -0.001
70 H 1.33 1.42 3.73  0.004
71 H 2.86 0.57 3.39  -0.001
72 H 1.97 -2.56 2.85  -0.002
73 H 2.93 -1.80 1.57  -0.001
74 H 1.37 -2.57 1.19  0.001
75 C 0.70 5.51 1.67  0.024
76 C 0.99 4.18 1.12  0.242
77 S -0.21 2.97 1.16  -0.129
78 C 2.25 3.81 0.54  0.163
79 C 3.40 4.73 0.46  0.010
80 S 2.37 2.26 -0.07  0.063
81 H -0.28 5.57 2.14  0.003
82 H 0.76 6.26 0.87  0.027
83 H 1.48 5.80 2.39  0.022
84 H 3.09 5.69 0.05  0.006
85 H 4.22 4.33 -0.13  0.001
86 H 3.77 4.94 1.48  0.012